No. 1
Below is 2 unconnected molecules or ions with the total composition C5H6O at a distorted geometry, with properties calculated with the ωB97M-V functional and the def2-TZVPD basis.

```
! wB97M-V def2-TZVPD RIJCOSX def2/J DEFGRID3
* xyz 0 1
O -1.0473 -1.6384 1.7045
C -1.0322 -1.3984 0.5860
C 0.7120 -1.1521 -0.5437
C 1.0193 -0.0410 0.1708
C 0.2250 1.1828 0.2104
C -0.8602 1.4351 -0.5379
H 0.1016 -1.1737 -1.4418
H 1.1952 -2.0976 -0.3061
H 1.8344 -0.1164 0.8843
H 0.4731 1.8792 1.0121
H -1.4733 2.3164 -0.3640
H -1.1475 0.8042 -1.3748
*
```

Results
**Gap between HOMO and LUMO**: 8.87 eV
**ΔE to the lowest compared entry with this formula, charge and spin**: 52.25 kcal/mol
**LUMO level**: 0.3174 eV

Löwdin atomic charge list, values in e, 4 entries: 0.08, -0.03, -0.11, -0.22

---

No. 2
Below is a molecular structure, C18H16Cl3N10O3SeTi at a distorted geometry, with properties calculated with the ωB97M-V functional and the def2-TZVPD basis.

```
! wB97M-V def2-TZVPD RIJCOSX def2/J DEFGRID3
* xyz 1 3
Ti -0.4981 -0.1244 0.1942
N 2.0253 0.5409 2.5235
N 1.3721 1.5674 3.2160
C 0.0398 1.7541 2.9436
N -0.6145 2.6805 3.6597
N -0.5098 0.9616 2.0514
N -1.8004 1.2332 1.6398
O -2.2847 0.2132 0.9382
O -2.3512 2.3619 1.6564
H 1.9712 -0.3458 3.0145
H 2.9921 0.8021 2.3861
H 1.6539 1.7529 4.1692
H -0.0714 3.3722 4.1494
H -1.5147 2.9646 3.2832
O -0.0117 -1.8077 0.9540
C -0.9261 -2.7624 1.1418
C -0.9865 -3.4242 2.3730
C -1.9215 -4.4127 2.5998
C -2.8254 -4.7738 1.6048
C -2.7742 -4.1392 0.3830
C -1.8309 -3.1391 0.1263
C -1.7497 -2.5080 -1.1819
N -1.2294 -1.3138 -1.4536
C -1.3100 -1.1334 -2.8165
C -1.8909 -2.2243 -3.3762
N -2.1652 -3.0761 -2.3349
H -0.2836 -3.1333 3.1423
H -1.9568 -4.9049 3.5626
H -3.5686 -5.5359 1.7910
H -3.5006 -4.4004 -0.3777
H -0.9523 -0.2388 -3.2958
H -2.1273 -2.4666 -4.3959
H -2.5541 -4.0004 -2.4141
Se 2.1878 -1.6232 -1.0650
N 1.4847 -0.0242 -0.6614
C 2.3609 0.9161 -0.9916
C 2.2085 2.3089 -0.7683
C 3.2119 3.1382 -1.1673
C 4.3965 2.6495 -1.7956
C 4.5901 1.3216 -2.0047
C 3.5735 0.4138 -1.5965
N 3.6495 -0.9019 -1.7149
H 1.3233 2.6786 -0.2683
H 3.1224 4.2033 -0.9984
H 5.1512 3.3643 -2.0932
H 5.4850 0.9261 -2.4637
Cl -1.4554 5.1827 -1.6495
C -1.5228 3.6896 -2.6069
Cl -3.1395 3.4503 -3.2846
Cl -0.3021 3.7306 -3.9016
C -1.2115 2.5656 -1.7444
N -0.9588 1.6707 -1.0812
*
```

Results
**Gap between HOMO and LUMO (spin up / spin down)**: 5.46 / 6.83 eV
**ΔE to the lowest compared entry with this formula, charge and spin**: 4.37 kcal/mol
**LUMO level (spin up / spin down)**: -3.8612 / -3.8674 eV
**<S²>**: 2.010

Löwdin atomic charge list, values in e, 4 entries: 0.95, 0.04, -0.03, -0.40

---

No. 3
Below is 5 unconnected molecules or ions with the total composition C15H34F9O5S2 at a distorted geometry, with properties calculated with the ωB97M-V functional and the def2-TZVPD basis.

```
! wB97M-V def2-TZVPD RIJCOSX def2/J DEFGRID3
* xyz 1 1
F 0.3490 -3.5376 1.9642
C 0.0192 -2.6981 0.8594
F 0.8103 -3.1321 -0.1974
C -1.4944 -3.1196 0.4988
C -1.9896 -2.5336 -0.9040
S -3.7925 -1.9984 -0.8232
C -3.7820 -0.2373 -0.3142
C -4.3048 -0.1217 1.3048
C -5.6312 -1.0604 1.6549
O -4.1378 -1.3645 2.1223
C 0.1168 -1.2074 1.3492
F 0.4882 -1.2263 2.7119
F -1.1847 -0.6353 1.3693
S 1.2544 -0.0184 0.4730
F 2.5619 -1.0110 0.4951
F 0.7760 -0.4383 -1.0506
F 0.0102 1.1251 0.4625
F 1.6892 0.6284 1.9775
F 2.2172 1.1394 -0.2100
H -2.2047 -2.9251 1.3631
H -1.4423 -4.2589 0.3734
H -1.9403 -3.3552 -1.6794
H -1.4171 -1.6297 -1.2711
H -4.3360 -2.8480 0.1241
H -4.6178 0.3495 -0.8187
H -2.7804 0.2848 -0.3496
H -4.2329 0.9369 1.8260
H -6.0033 -1.8012 0.8769
H -5.9334 -1.0527 2.7427
C 4.4927 0.4322 3.7686
C 4.6196 1.3306 4.9837
O 5.8340 2.0686 4.9261
H 5.3371 -0.2594 3.7136
H 3.5647 -0.1436 3.8051
H 4.5035 1.0240 2.8486
H 4.6298 0.7362 5.8991
H 3.7825 2.0343 5.0379
H 5.8150 2.5987 4.1199
C 8.8197 0.8835 4.5372
C 9.7255 -0.2958 4.2417
O 10.8990 0.1386 3.5636
H 8.5373 1.3914 3.6117
H 7.9132 0.5609 5.0522
H 9.3347 1.6200 5.1606
H 9.2157 -1.0185 3.6015
H 10.0211 -0.8021 5.1665
H 11.3504 0.7693 4.1374
C -3.2015 -0.4981 -5.5890
C -3.7057 -0.3269 -4.1707
O -2.6907 -0.7091 -3.2374
H -2.9113 -1.5359 -5.7705
H -3.9684 -0.2150 -6.3122
H -2.3129 0.1163 -5.7603
H -4.5800 -0.9584 -3.9971
H -3.9866 0.7116 -3.9794
H -1.9245 -0.1412 -3.3912
C -5.3035 3.0347 -6.7776
C -5.8023 3.2038 -5.3562
O -4.7889 2.8237 -4.4274
H -5.0129 1.9974 -6.9612
H -6.0738 3.3175 -7.4981
H -4.4165 3.6504 -6.9522
H -6.6745 2.5717 -5.1796
H -6.0844 4.2430 -5.1630
H -4.0244 3.3925 -4.5824
*
```

Results
**Gap between HOMO and LUMO**: 7.26 eV
**ΔE to the lowest compared entry with this formula, charge and spin**: 91.91 kcal/mol
**LUMO level**: -3.8056 eV

Löwdin atomic charge list, values in e, 4 entries: 0.07, -0.34, 0.09, -0.10